Entry 1:
Density functional theory data (wB97M-V/def2-TZVPD) for CHBrN2 as an isolated structure in a non-equilibrium geometry.

Geometry as XYZ:
```
5
CHBrN2 (wB97M-V/def2-TZVPD)
C -0.346 -0.772 0.002
N -0.699 -1.857 -0.121
N -0.016 0.486 0.335
Br 1.737 0.859 -0.034
H -0.677 1.285 -0.182
```

Summary:
Highest occupied orbital energy = -10.229 eV
Energy relative to the best compared isomer or geometry (same formula, charge and spin) = 4.7 kcal per mole
LUMO = -0.430 eV
Multiplicity = 1
Charge = 0
Gap between HOMO and LUMO = 9.8 eV

---

Entry 2:
Density functional theory data (wB97M-V/def2-TZVPD) for an isolated ion of composition CHBrNO2 and charge -1 in a non-equilibrium geometry.

Geometry as XYZ:
```
6
CHBrNO2 (wB97M-V/def2-TZVPD)
C -0.648 0.713 0.008
N -0.781 -0.783 0.514
O -1.052 1.999 -0.222
O 0.029 -1.729 0.033
Br 1.608 1.022 -0.205
H 0.844 -1.222 -0.129
```

Summary:
Highest occupied orbital energy (spin up / spin down) = -1.573 / -4.380 eV
Energy relative to the best compared isomer or geometry (same formula, charge and spin) = 37.1 kcal per mole
LUMO (spin up / spin down) = 3.960 / 3.322 eV
Multiplicity = 3
Charge = -1
Gap between HOMO and LUMO (spin up / spin down) = 5.5 / 7.7 eV

---

Entry 3:
Density functional theory data (wB97M-V/def2-TZVPD) for a 2-piece molecular cluster, CHBrNO2 overall in a non-equilibrium geometry.

Geometry as XYZ:
```
6
CHBrNO2 (wB97M-V/def2-TZVPD)
C 0.751 1.188 -1.789
N 2.623 -0.727 0.020
O 3.419 -1.410 -0.641
O 2.964 -0.266 1.126
Br -1.150 0.852 -2.110
H 1.002 0.143 -2.003
```

Summary:
Highest occupied orbital energy (spin up / spin down) = -2.819 / -2.789 eV
Energy relative to the best compared isomer or geometry (same formula, charge and spin) = 67.8 kcal per mole
LUMO (spin up / spin down) = 3.077 / 1.087 eV
Multiplicity = 3
Charge = -1
Gap between HOMO and LUMO (spin up / spin down) = 5.9 / 3.9 eV

---

Entry 4:
Density functional theory data (wB97M-V/def2-TZVPD) for CHCaKO as an isolated structure in a non-equilibrium geometry.

Geometry as XYZ:
```
5
CHCaKO (wB97M-V/def2-TZVPD)
H 0.272 -0.430 0.198
O 1.657 1.546 0.626
C 1.491 0.466 0.951
Ca -1.275 -2.013 -0.848
K -2.145 0.431 -0.927
```

Summary:
Highest occupied orbital energy = -5.190 eV
LUMO = -0.658 eV
Multiplicity = 1
Charge = 0
Gap between HOMO and LUMO = 4.5 eV